[1]
Molecular formula: C18H12ClNiO20P
Method: DFT, ωB97M-V/def2-TZVPD

The geometry in XYZ format:
```
53
Properties=species:S:1:pos:R:3:lowdin_charge:R:1
Ni -1.06 0.99 -0.76 0.59
Cl -0.91 2.36 2.66 0.65
O -1.05 2.39 1.22 -0.37
O -1.38 3.62 3.19 -0.36
O -1.66 1.28 3.25 -0.37
O 0.49 2.18 2.99 -0.38
P -0.93 -0.34 -3.22 0.31
O -1.58 1.10 -2.63 -0.44
O -1.17 -0.78 -1.71 -0.42
O 0.32 0.46 -3.72 -0.36
O -1.93 -0.16 -4.42 -0.40
C 2.38 -3.26 0.04 0.04
C 1.32 -2.45 -0.15 -0.24
C 1.10 -1.23 0.74 -0.25
O 0.19 -0.44 0.58 0.08
C 2.14 -1.00 1.75 0.08
C 3.09 -1.91 2.00 -0.23
C 3.25 -3.19 1.21 -0.33
O 4.15 -3.98 1.49 0.05
O 4.05 -1.71 2.92 0.08
O 0.57 -2.52 -1.22 0.09
H 2.72 -3.96 -0.71 0.13
H 2.12 -0.10 2.36 0.13
H 4.71 -2.41 2.76 0.10
H -0.19 -1.82 -1.18 0.05
C 2.65 2.56 0.03 0.09
C 3.96 2.80 0.17 -0.22
C 4.98 2.36 -0.83 -0.36
O 6.18 2.45 -0.62 0.06
C 4.41 1.81 -2.03 0.05
C 3.08 1.55 -2.16 -0.23
C 2.10 1.89 -1.13 -0.25
O 0.90 1.66 -1.25 0.10
O 2.65 1.02 -3.30 0.08
O 4.52 3.30 1.30 0.08
H 2.00 2.91 0.83 0.13
H 4.95 1.70 -2.97 0.13
H 1.65 0.78 -3.23 0.02
H 5.48 3.33 1.12 0.10
C -4.60 -2.04 0.95 0.06
C -3.67 -1.10 0.71 -0.21
C -3.99 0.11 -0.13 -0.27
O -3.19 0.97 -0.33 0.13
C -5.40 0.26 -0.51 0.10
C -6.31 -0.66 -0.25 -0.25
C -5.94 -1.96 0.38 -0.34
O -6.77 -2.84 0.58 0.07
O -7.62 -0.45 -0.44 0.08
O -2.41 -1.06 1.14 0.11
H -4.29 -2.92 1.49 0.13
H -5.61 1.23 -0.95 0.14
H -8.11 -1.13 0.05 0.11
H -2.34 -1.62 1.93 0.14
```

## Properties
- multiplicity = 3
- charge = -2
- E_tot (eV) = -122656.8581
- <S²> = 2.01
- E_HOMO (spin up / spin down) (eV) = -1.4 / -1.1

[2]
Molecular formula: C68H136O51
Method: DFT, ωB97M-V/def2-TZVPD

The geometry in XYZ format:
```
255
Properties=species:S:1:pos:R:3:lowdin_charge:R:1
C -3.68 4.49 -5.24 -0.03
C -3.22 3.91 -3.89 -0.21
O -1.83 3.70 -3.88 0.04
C -1.29 2.49 -4.02 -0.55
O -1.81 1.41 -4.24 0.11
O 0.03 2.65 -3.79 -0.01
C 0.99 1.62 -3.68 -0.03
H -3.25 4.00 -6.12 0.09
H -3.60 5.57 -5.30 0.08
H -4.74 4.24 -5.20 0.06
H -3.74 2.98 -3.66 0.10
H -3.46 4.63 -3.11 0.11
H 0.96 1.12 -2.72 0.08
H 1.96 2.11 -3.69 0.08
H 1.02 0.81 -4.41 0.07
C 8.68 -6.16 -5.98 -0.08
C 7.28 -6.63 -5.63 -0.21
O 6.51 -5.75 -4.80 0.03
C 5.93 -4.70 -5.37 -0.60
O 6.18 -4.36 -6.49 0.14
O 5.12 -4.12 -4.47 0.00
C 4.35 -2.99 -4.83 -0.04
H 8.65 -5.46 -6.81 0.07
H 9.33 -6.97 -6.33 0.07
H 9.27 -5.61 -5.25 0.08
H 7.47 -7.56 -5.10 0.12
H 6.79 -6.79 -6.60 0.12
H 3.71 -3.31 -5.65 0.10
H 5.06 -2.22 -5.13 0.09
H 3.69 -2.65 -4.03 0.08
C 4.17 5.14 1.45 -0.06
C 2.91 5.18 2.29 -0.17
O 2.37 3.85 2.47 0.03
C 1.24 3.68 3.08 -0.63
O 0.40 4.51 3.21 0.15
O 1.12 2.42 3.60 -0.01
C 2.08 1.41 3.16 0.00
H 4.59 6.14 1.30 0.08
H 4.12 4.75 0.43 0.06
H 4.93 4.45 1.82 0.08
H 2.17 5.78 1.76 0.10
H 3.14 5.68 3.23 0.14
H 2.01 0.46 3.67 0.09
H 3.09 1.77 3.36 0.09
H 2.04 1.24 2.08 0.09
C 5.69 -1.10 -8.20 -0.04
C 4.45 -0.20 -7.85 -0.21
O 3.58 -1.06 -7.14 -0.01
C 2.32 -0.57 -6.80 -0.47
O 1.85 0.58 -7.07 0.06
O 1.64 -1.54 -6.20 0.01
C 0.29 -1.28 -5.82 -0.04
H 5.29 -1.80 -8.94 0.08
H 6.09 -1.63 -7.34 0.06
H 6.50 -0.54 -8.66 0.07
H 4.06 0.26 -8.75 0.12
H 4.75 0.59 -7.16 0.11
H 0.25 -1.03 -4.76 0.07
H -0.42 -2.08 -6.00 0.10
H -0.15 -0.41 -6.30 0.09
C -2.16 2.09 -0.13 -0.03
C -0.80 2.23 0.52 -0.21
O 0.18 1.48 -0.17 0.04
C 0.54 0.24 0.10 -0.56
O 1.42 -0.34 -0.50 0.11
O -0.13 -0.31 1.16 -0.03
C 0.08 -1.63 1.58 -0.04
H -2.47 1.04 -0.11 0.07
H -2.09 2.35 -1.18 0.08
H -2.92 2.79 0.21 0.06
H -0.95 1.89 1.54 0.12
H -0.54 3.29 0.56 0.11
H 0.89 -1.72 2.30 0.08
H 0.23 -2.36 0.78 0.09
H -0.87 -1.91 2.05 0.09
C -8.66 4.29 3.36 -0.06
C -7.40 4.42 2.41 -0.17
O -6.17 4.46 3.17 0.05
C -5.03 4.53 2.52 -0.52
O -4.85 4.43 1.29 0.07
O -4.01 4.68 3.43 -0.01
C -2.66 4.67 3.05 -0.05
H -9.58 4.25 2.78 0.07
H -8.66 5.02 4.18 0.07
H -8.64 3.35 3.90 0.07
H -7.56 5.33 1.83 0.13
H -7.43 3.51 1.80 0.12
H -2.31 5.56 2.53 0.09
H -2.49 3.78 2.46 0.08
H -1.95 4.49 3.86 0.08
C -2.61 -4.09 5.40 -0.02
C -4.11 -3.89 5.69 -0.22
O -4.88 -4.97 5.19 0.03
C -6.05 -5.25 5.85 -0.62
O -6.63 -4.49 6.58 0.13
O -6.50 -6.40 5.54 0.03
C -7.67 -7.00 6.15 0.00
H -2.14 -3.13 5.59 0.08
H -2.53 -4.36 4.35 0.05
H -2.17 -4.91 5.98 0.07
H -4.43 -2.96 5.22 0.11
H -4.32 -3.76 6.75 0.11
H -7.91 -7.98 5.74 0.09
H -8.57 -6.40 6.04 0.10
H -7.44 -7.17 7.20 0.10
C 4.42 -6.09 -0.45 -0.05
C 3.68 -4.92 0.19 -0.26
O 4.45 -3.77 0.07 0.00
C 4.01 -2.66 0.80 -0.44
O 3.02 -2.66 1.53 0.10
O 4.88 -1.58 0.62 -0.05
C 6.09 -1.63 -0.23 -0.01
H 3.73 -6.91 -0.59 0.08
H 5.18 -6.44 0.25 0.08
H 4.81 -5.88 -1.45 0.07
H 3.29 -5.12 1.19 0.12
H 2.72 -4.72 -0.28 0.10
H 6.82 -0.91 0.16 0.09
H 5.81 -1.30 -1.23 0.07
H 6.56 -2.61 -0.29 0.09
C 1.44 8.99 2.09 -0.06
C 0.41 8.04 2.66 -0.19
O -0.27 7.36 1.58 0.01
C -1.43 7.74 1.11 -0.55
O -2.06 8.77 1.46 0.07
O -1.82 6.80 0.21 -0.04
C -2.96 7.01 -0.64 -0.01
H 0.98 9.88 1.65 0.09
H 2.15 8.46 1.45 0.07
H 2.01 9.44 2.90 0.08
H -0.30 8.56 3.31 0.13
H 0.90 7.19 3.12 0.10
H -3.89 6.78 -0.11 0.09
H -2.87 6.29 -1.45 0.08
H -2.99 8.00 -1.10 0.10
C 1.16 4.95 -1.10 -0.04
C 1.99 6.17 -1.49 -0.21
O 1.12 7.07 -2.21 0.00
C 0.94 6.95 -3.61 -0.43
O 0.16 7.63 -4.29 0.11
O 1.55 5.82 -4.11 -0.05
C 1.47 5.61 -5.49 -0.07
H 0.91 4.40 -2.01 0.07
H 0.20 5.20 -0.66 0.07
H 1.66 4.23 -0.45 0.07
H 2.90 5.97 -2.06 0.12
H 2.32 6.77 -0.64 0.10
H 0.51 5.88 -5.92 0.09
H 1.61 4.54 -5.63 0.09
H 2.19 6.15 -6.10 0.10
C -5.49 2.71 -1.18 -0.04
C -6.06 1.99 -2.47 -0.22
O -6.59 2.84 -3.43 0.03
C -7.19 2.34 -4.50 -0.61
O -7.34 1.20 -4.77 0.17
O -7.65 3.43 -5.18 -0.03
C -8.25 3.18 -6.47 -0.03
H -6.38 3.13 -0.73 0.07
H -4.68 3.43 -1.32 0.05
H -5.07 1.99 -0.48 0.06
H -6.87 1.33 -2.16 0.12
H -5.31 1.30 -2.84 0.11
H -9.27 2.85 -6.24 0.10
H -7.72 2.42 -7.04 0.09
H -8.19 4.10 -7.05 0.09
C -3.46 -1.62 -2.51 -0.06
C -4.44 -1.67 -1.37 -0.27
O -3.81 -1.11 -0.24 0.01
C -4.51 -1.25 0.96 -0.49
O -5.62 -1.73 1.13 0.12
O -3.77 -0.75 1.98 -0.02
C -4.30 -0.41 3.25 -0.04
H -3.03 -0.62 -2.54 0.06
H -3.90 -1.80 -3.49 0.09
H -2.61 -2.23 -2.22 0.07
H -4.81 -2.69 -1.28 0.13
H -5.34 -1.17 -1.74 0.12
H -3.77 -0.90 4.06 0.08
H -5.34 -0.70 3.38 0.10
H -4.21 0.67 3.43 0.09
C 3.04 -7.43 -6.36 -0.04
C 2.32 -7.00 -5.03 -0.23
O 1.86 -5.66 -5.00 0.00
C 1.87 -5.04 -3.71 -0.46
O 2.39 -5.55 -2.72 0.10
O 1.24 -3.85 -3.74 -0.01
C 1.12 -3.06 -2.56 -0.03
H 3.53 -8.41 -6.37 0.07
H 3.80 -6.67 -6.52 0.06
H 2.36 -7.44 -7.21 0.07
H 3.01 -7.22 -4.22 0.11
H 1.43 -7.62 -4.91 0.12
H 0.64 -3.57 -1.72 0.09
H 0.55 -2.15 -2.77 0.08
H 2.12 -2.75 -2.28 0.09
C -2.98 -5.41 1.83 -0.06
C -1.54 -5.43 1.39 -0.19
O -0.63 -5.12 2.47 -0.01
C -0.15 -6.07 3.31 -0.50
O -0.39 -7.27 3.12 0.09
O 0.43 -5.45 4.41 -0.04
C 0.60 -6.12 5.65 -0.06
H -3.54 -5.82 0.98 0.09
H -3.43 -4.46 2.11 0.07
H -3.14 -6.01 2.72 0.08
H -1.33 -4.71 0.60 0.11
H -1.28 -6.42 1.00 0.12
H -0.25 -6.70 6.00 0.09
H 0.65 -5.36 6.44 0.09
H 1.53 -6.69 5.70 0.10
C 4.72 3.67 -4.76 -0.06
C 5.80 2.78 -4.22 -0.25
O 5.40 1.42 -4.25 0.01
C 4.72 0.81 -3.19 -0.45
O 4.29 -0.34 -3.19 0.11
O 4.66 1.67 -2.09 -0.07
C 4.02 1.36 -0.83 -0.01
H 3.90 3.32 -4.15 0.06
H 4.42 3.42 -5.78 0.08
H 4.86 4.75 -4.71 0.09
H 6.08 3.20 -3.26 0.12
H 6.74 2.72 -4.76 0.13
H 4.50 1.81 0.03 0.10
H 4.06 0.27 -0.70 0.06
H 2.98 1.65 -0.96 0.08
C -1.69 1.61 5.20 -0.06
C -1.57 1.20 6.65 -0.20
O -2.41 0.04 6.87 -0.01
C -3.48 0.13 7.74 -0.46
O -3.74 1.10 8.51 0.07
O -4.21 -1.03 7.59 -0.04
C -5.37 -1.26 8.42 -0.04
H -2.70 1.96 4.98 0.08
H -1.46 0.76 4.57 0.08
H -0.95 2.41 5.18 0.07
H -1.89 2.00 7.31 0.12
H -0.52 0.96 6.81 0.12
H -5.11 -1.51 9.45 0.09
H -5.87 -2.12 7.98 0.08
H -6.10 -0.45 8.52 0.09
C 5.30 -3.90 9.97 -0.05
C 3.86 -3.71 9.39 -0.23
O 3.70 -2.80 8.33 0.04
C 3.78 -3.35 7.11 -0.53
O 4.14 -4.53 6.83 0.07
O 3.46 -2.43 6.21 0.02
C 3.39 -2.75 4.86 -0.05
H 5.81 -2.94 9.90 0.08
H 5.83 -4.64 9.38 0.07
H 5.46 -4.35 10.94 0.07
H 3.29 -3.24 10.19 0.12
H 3.38 -4.67 9.21 0.12
H 3.08 -1.90 4.25 0.08
H 2.73 -3.60 4.65 0.09
H 4.34 -3.11 4.45 0.10
```

## Properties
- charge = 0
- E_tot (eV) = -177140.8267
- E_HOMO (eV) = -10.4
- energy above the lowest of the compared OMol25 structures with the same formula, charge and spin (eV) = 3.630

[3]
Molecular formula: C32H26N7O2S2Sn
Method: DFT, ωB97M-V/def2-TZVPD

The geometry in XYZ format:
```
70
Properties=species:S:1:pos:R:3:lowdin_charge:R:1
Sn -1.38 1.02 -0.22 1.30
S -2.43 -4.15 5.62 1.06
N -1.56 -2.79 5.56 -0.21
C -1.66 -2.34 4.32 -0.30
C -1.04 -1.13 3.81 -0.07
C -0.26 -0.28 4.60 0.03
C 0.27 0.85 4.04 -0.01
C 0.02 1.13 2.70 -0.13
N -0.72 0.33 1.94 0.00
C -1.24 -0.80 2.47 -0.13
C -2.03 -1.68 1.59 -0.15
N -2.11 -1.33 0.30 0.00
C -2.83 -2.08 -0.53 -0.10
C -3.50 -3.23 -0.12 0.00
C -3.40 -3.61 1.20 0.03
C -2.65 -2.82 2.08 -0.07
C -2.46 -3.15 3.48 -0.30
N -2.96 -4.21 4.10 -0.20
H -0.10 -0.53 5.64 0.13
H 0.87 1.54 4.62 0.12
H 0.41 2.01 2.22 0.08
H -2.86 -1.75 -1.56 0.10
H -4.06 -3.81 -0.83 0.12
H -3.90 -4.49 1.58 0.13
C 1.88 -6.05 -2.80 -0.04
C 1.37 -4.63 -2.77 -0.26
C 0.93 -4.05 -1.59 -0.02
C 0.48 -2.75 -1.55 -0.06
C 0.47 -2.00 -2.73 -0.29
C 0.92 -2.55 -3.92 -0.04
C 1.36 -3.87 -3.93 -0.02
S -0.14 -0.35 -2.74 0.56
O -1.59 -0.35 -2.59 -0.41
O 0.43 0.29 -3.90 -0.27
N 0.33 0.33 -1.36 -0.28
C 1.67 0.37 -0.95 -0.40
C 2.74 -0.02 -1.76 -0.01
C 4.01 0.06 -1.24 -0.04
C 4.20 0.52 0.05 -0.06
C 3.09 0.89 0.77 -0.14
N 1.84 0.82 0.29 0.09
H 1.60 -6.59 -1.90 0.08
H 2.97 -6.06 -2.87 0.09
H 1.49 -6.59 -3.66 0.09
H 0.95 -4.64 -0.67 0.12
H 0.16 -2.30 -0.62 0.10
H 0.91 -1.95 -4.82 0.12
H 1.70 -4.30 -4.86 0.12
H 2.56 -0.35 -2.78 0.10
H 4.86 -0.23 -1.85 0.12
H 5.19 0.60 0.49 0.11
H 3.18 1.25 1.79 0.11
C -2.67 4.63 1.20 -0.04
C -1.52 5.19 0.42 -0.19
C -1.43 6.53 0.11 -0.03
C -0.33 7.02 -0.61 -0.02
C 0.68 6.17 -1.06 -0.03
C 0.64 4.82 -0.82 -0.18
C 1.67 3.88 -1.36 -0.02
C -0.46 4.31 -0.01 -0.30
N -0.46 3.05 0.34 0.06
H -3.49 5.34 1.24 0.09
H -2.35 4.41 2.22 0.10
H -3.03 3.70 0.76 0.05
H -2.21 7.21 0.43 0.12
H -0.28 8.07 -0.84 0.12
H 1.51 6.58 -1.63 0.12
H 2.53 4.43 -1.73 0.09
H 1.24 3.32 -2.20 0.10
H 1.98 3.15 -0.63 0.06
```

## Properties
- charge = +1
- E_tot (eV) = -75628.2748
- E_HOMO (spin up / spin down) (eV) = -10.5 / -11.0
- energy above the lowest of the compared OMol25 structures with the same formula, charge and spin (eV) = 0.000

[4]
Molecular formula: ClH4N2OP
Method: DFT, ωB97M-V/def2-TZVPD

The geometry in XYZ format:
```
9
Properties=species:S:1:pos:R:3:lowdin_charge:R:1
O -1.70 2.52 -0.02 -0.47
P -1.48 1.08 -0.07 0.74
N -3.02 0.43 -0.06 -0.74
Cl -3.48 -1.23 -0.14 0.51
H -3.83 1.06 -0.03 0.04
N 1.48 -0.60 0.01 -0.02
H 2.43 -0.69 0.35 0.00
H 0.86 -0.97 0.73 -0.01
H 1.28 0.39 -0.09 -0.05
```

## Properties
- charge = 0
- E_tot (eV) = -26903.4169
- SMILES string = O=PNCl.N
- E_HOMO (eV) = -10.2
- energy above the lowest of the compared OMol25 structures with the same formula, charge and spin (eV) = 2.955

[5]
Molecular formula: C4H7NO
Method: DFT, ωB97M-V/def2-TZVPD

The geometry in XYZ format:
```
13
Properties=species:S:1:pos:R:3:lowdin_charge:R:1
C 0.82 1.05 -0.67 -0.05
N 0.26 0.02 0.23 -0.24
C 0.07 0.39 1.59 -0.29
O -0.68 -0.16 2.35 0.08
H 0.92 -1.34 0.09 0.23
H 0.75 1.21 1.89 0.14
H 1.30 0.54 -1.51 0.09
H 0.03 1.70 -1.05 0.09
H 1.56 1.64 -0.13 0.08
C -0.69 -0.89 -0.37 -0.39
C -1.88 -0.78 -0.79 0.11
H -2.59 -1.45 -1.24 0.02
H 0.14 -1.94 -0.39 0.12
```

## Properties
- charge = 0
- E_tot (eV) = -7792.3335
- E_HOMO (spin up / spin down) (eV) = -8.3 / -8.3
- energy above the lowest of the compared OMol25 structures with the same formula, charge and spin (eV) = 7.311

[6]
Molecular formula: C29H49N2O13P
Method: DFT, ωB97M-V/def2-TZVPD

The geometry in XYZ format:
```
94
Properties=species:S:1:pos:R:3:lowdin_charge:R:1
C -3.01 1.86 -0.35 0.05
C -2.19 1.21 0.62 -0.07
C -1.34 0.83 2.01 -0.10
C -0.78 2.23 2.73 -0.02
C -1.70 3.31 3.26 -0.04
C -3.34 3.17 3.20 -0.01
C -3.71 1.92 4.24 -0.24
O -4.77 1.16 3.94 0.00
O -2.81 1.73 5.39 -0.04
C -2.93 0.36 5.94 -0.26
C -4.22 0.02 6.95 -0.01
O -2.05 -0.60 5.62 0.01
C -1.00 4.65 3.97 -0.13
O -1.54 5.86 3.82 -0.02
C 0.38 4.33 4.85 -0.04
C 0.74 5.13 6.25 -0.15
C -0.24 4.72 7.52 -0.20
C -1.69 5.50 7.53 -0.19
C -2.86 4.50 8.14 -0.27
N -2.78 4.39 9.67 -0.06
C 1.29 3.27 4.31 -0.11
P 2.90 2.66 5.13 0.71
N 3.57 1.35 4.41 -0.20
O 2.54 2.34 6.84 -0.25
O 4.08 3.94 5.04 -0.23
C 0.85 2.56 2.87 -0.18
O 1.68 2.28 1.87 -0.01
H -3.60 2.63 -1.04 0.07
H -0.40 0.17 1.72 0.12
H -2.05 0.21 2.71 0.12
H -3.86 4.13 3.67 0.15
H -3.75 2.98 2.11 0.12
H -4.98 -0.59 6.29 0.11
H -4.74 1.04 7.24 0.10
H -3.85 -0.57 7.90 0.11
H 0.71 6.31 6.12 0.14
H 1.85 4.90 6.63 0.10
H -0.42 3.55 7.58 0.11
H 0.35 5.00 8.52 0.13
H -1.62 6.47 8.22 0.12
H -1.96 5.88 6.43 0.11
H -3.90 4.96 7.82 0.11
H -2.67 3.42 7.68 0.10
H -3.74 4.48 10.08 0.06
H -2.24 5.20 10.03 0.06
H 3.61 0.63 5.20 -0.01
H 1.61 1.97 6.83 0.07
H 4.50 4.01 5.95 0.09
C 0.90 -0.10 -1.00 -0.11
O 0.05 -1.15 -1.43 -0.21
C -0.32 -1.06 -2.81 -0.18
C -0.06 -2.38 -3.56 -0.16
O 1.31 -2.79 -3.67 -0.15
C 1.99 -3.15 -2.47 -0.16
C 1.44 -4.36 -1.70 -0.18
O 0.15 -4.11 -1.16 -0.20
C -0.81 -5.12 -1.45 -0.11
H 0.29 0.71 -0.59 0.06
H 1.54 -0.48 -0.20 0.09
H 1.55 0.28 -1.79 0.09
H 0.20 -0.25 -3.32 0.12
H -1.39 -0.85 -2.83 0.12
H -0.41 -2.23 -4.59 0.13
H -0.67 -3.19 -3.16 0.10
H 2.08 -2.28 -1.82 0.10
H 3.01 -3.39 -2.78 0.13
H 2.10 -4.58 -0.86 0.12
H 1.44 -5.23 -2.37 0.12
H -0.64 -5.59 -2.43 0.09
H -1.80 -4.65 -1.47 0.09
H -0.78 -5.88 -0.67 0.09
C 2.67 -3.76 -11.66 -0.11
O 2.53 -2.98 -10.48 -0.20
C 1.26 -2.34 -10.36 -0.18
C 0.61 -2.61 -9.00 -0.17
O 0.26 -3.97 -8.72 -0.12
C 1.33 -4.91 -8.58 -0.17
C 2.31 -4.67 -7.42 -0.18
O 3.07 -3.48 -7.60 -0.20
C 3.09 -2.62 -6.48 -0.10
H 3.11 -3.14 -12.45 0.09
H 3.36 -4.58 -11.44 0.09
H 1.73 -4.19 -12.00 0.09
H 0.57 -2.65 -11.16 0.12
H 1.43 -1.27 -10.46 0.12
H -0.34 -2.06 -8.98 0.13
H 1.20 -2.19 -8.18 0.10
H 1.86 -5.02 -9.52 0.10
H 0.84 -5.88 -8.40 0.13
H 3.01 -5.50 -7.37 0.12
H 1.75 -4.65 -6.48 0.12
H 2.15 -2.66 -5.91 0.07
H 3.22 -1.60 -6.83 0.09
H 3.92 -2.89 -5.82 0.09
```

## Properties
- charge = 0
- E_tot (eV) = -69734.1121
- SMILES string = C#CCC1=C(CC(=O)OC(C)=O)C(=O)C(CCCCN)=C(P(=N)(O)O)C1=O.COCCOCCOC.COCCOCCOC
- E_HOMO (eV) = -8.8